Below is the molecule C4H7NO2, with properties calculated with wB97M-V/def2-TZVPD.

Total energy, Ha: -361.87797
Net charge: 0
E_LUMO, eV: 0.77
ΔE to the lowest compared entry with this formula, charge and spin, kcal per mole: 1.81
Structure (SMILES): C[C@H]1CNC(=O)O1
Orbital gap, eV: 10.7
Multiplicity: 1
HOMO, eV: -9.93

```
14
C4H7NO2 (wB97M-V/def2-TZVPD)
C -1.60 -0.89 0.02
C -0.34 -0.29 -0.58
C 0.01 1.11 -0.02
N 1.32 0.87 0.53
C 1.81 -0.38 0.24
O 2.92 -0.80 0.42
O 0.80 -1.11 -0.30
H -1.62 -0.76 1.11
H -1.65 -1.96 -0.20
H -2.48 -0.41 -0.41
H -0.43 -0.25 -1.67
H -0.70 1.43 0.75
H 0.03 1.87 -0.81
H 1.93 1.57 0.92
```

natural (NBO) atomic charge list, values in e, 8 entries: C -0.63; C 0.09; C -0.23; N -0.65; C 0.88; O -0.61; O -0.50; H 0.21

---

Below is a structure of composition C4H7NO2, with properties calculated with wB97M-V/def2-TZVPD.

Total energy, Ha: -361.71765
Net charge: 0
E_LUMO, eV: 0.60
ΔE to the lowest compared entry with this formula, charge and spin, kcal per mole: 102.41
Orbital gap, eV: 9.3
Multiplicity: 1
HOMO, eV: -8.70

```
14
C4H7NO2 (wB97M-V/def2-TZVPD)
O -0.93 -0.82 1.39
C -0.59 -0.57 0.08
C -1.02 0.86 -0.27
N 0.24 1.50 -0.71
C 0.85 0.24 -0.91
C 1.40 -0.46 0.25
O 1.60 0.07 1.34
H -0.69 -1.71 1.70
H -0.84 -1.40 -0.58
H -1.42 1.36 0.60
H -1.75 0.81 -1.08
H 0.71 1.93 0.08
H 0.57 -0.18 -1.89
H 1.69 -1.51 0.02
```

natural (NBO) atomic charge list, values in e, 8 entries: O -0.66; C 0.15; C -0.26; N -0.62; C 0.00; C 0.25; O -0.67; H 0.49

---

Below is a cluster of 2 separate species, C4H7NO2 in total, with properties calculated with wB97M-V/def2-TZVPD.

Total energy, Ha: -361.86527
Net charge: 0
E_LUMO, eV: 0.79
ΔE to the lowest compared entry with this formula, charge and spin, kcal per mole: 9.78
Structure (SMILES): [H]/N=C/CC.O=C=O
Orbital gap, eV: 11.1
Multiplicity: 1
HOMO, eV: -10.27

```
14
C4H7NO2 (wB97M-V/def2-TZVPD)
C -1.50 -0.69 0.06
C -1.10 0.65 -0.56
C 0.23 1.25 -0.20
N 1.00 0.81 0.70
C 2.29 -1.47 0.44
O 3.21 -0.96 0.92
O 1.41 -2.05 -0.07
H -0.66 -1.21 0.51
H -1.92 -1.36 -0.70
H -2.27 -0.56 0.83
H -1.14 0.60 -1.66
H -1.84 1.43 -0.29
H 0.46 2.16 -0.77
H 1.84 1.39 0.78
```

natural (NBO) atomic charge list, values in e, 8 entries: C -0.62; C -0.48; C 0.17; N -0.67; C 1.05; O -0.53; O -0.53; H 0.24

---

Below is a structure of composition C4H7NO2, with properties calculated with wB97M-V/def2-TZVPD.

Total energy, Ha: -361.71164
Net charge: 0
E_LUMO, eV: 0.76
ΔE to the lowest compared entry with this formula, charge and spin, kcal per mole: 106.19
Orbital gap, eV: 8.7
Multiplicity: 1
HOMO, eV: -7.96

```
14
C4H7NO2 (wB97M-V/def2-TZVPD)
C 1.32 -0.17 0.03
C -1.26 -0.77 -0.84
C 1.45 1.32 -0.17
N -1.63 -1.12 0.53
C -1.44 0.08 0.93
O 1.01 -0.69 1.10
O -1.47 1.12 1.46
H -1.52 -1.98 1.06
H 1.88 -0.76 -0.71
H -0.67 -1.55 -1.32
H -2.15 -0.56 -1.43
H 0.68 1.87 0.37
H 2.42 1.64 0.22
H 1.38 1.57 -1.23
```

natural (NBO) atomic charge list, values in e, 8 entries: C 0.45; C -0.56; C -0.73; N -0.62; C 0.92; O -0.59; O -0.46; H 0.41

---

Below is the molecule C4H7NO2, with properties calculated with wB97M-V/def2-TZVPD.

Total energy, Ha: -361.82167
Net charge: 0
E_LUMO, eV: 0.64
ΔE to the lowest compared entry with this formula, charge and spin, kcal per mole: 37.14
Structure (SMILES): C[C@@H](C=O)C(N)=O
Orbital gap, eV: 10.4
Multiplicity: 1
HOMO, eV: -9.72

```
14
C4H7NO2 (wB97M-V/def2-TZVPD)
C -1.11 1.22 0.54
C 0.18 0.23 0.14
C 0.82 0.09 1.50
O 0.51 0.86 2.37
C 0.35 -1.18 -0.64
O 0.68 -2.21 -0.07
N 0.32 -1.16 -2.01
H -1.85 0.72 1.18
H -0.86 2.13 1.13
H -1.57 1.59 -0.38
H 0.78 0.91 -0.49
H 1.51 -0.73 1.73
H -0.07 -0.38 -2.51
H 0.30 -2.06 -2.49
```

natural (NBO) atomic charge list, values in e, 8 entries: C -0.59; C -0.44; C 0.43; O -0.53; C 0.69; O -0.60; N -0.83; H 0.22

---

Below is the molecule C4H7NO2, with properties calculated with wB97M-V/def2-TZVPD.

Total energy, Ha: -361.83094
Net charge: 0
E_LUMO, eV: 0.81
ΔE to the lowest compared entry with this formula, charge and spin, kcal per mole: 31.32
Structure (SMILES): NC(=O)C[C@H]1CO1
Orbital gap, eV: 10.7
Multiplicity: 1
HOMO, eV: -9.93

```
14
C4H7NO2 (wB97M-V/def2-TZVPD)
N 1.75 0.83 1.52
C 0.49 0.34 1.38
O -0.44 0.70 2.08
C 0.31 -0.70 0.28
C -1.06 -0.58 -0.34
C -1.28 0.24 -1.53
O -1.22 -1.18 -1.61
H 1.93 1.47 2.28
H 2.53 0.49 0.98
H 0.43 -1.69 0.73
H 1.07 -0.60 -0.50
H -1.89 -0.73 0.35
H -0.43 0.77 -1.97
H -2.26 0.68 -1.71
```

natural (NBO) atomic charge list, values in e, 8 entries: N -0.82; C 0.68; O -0.61; C -0.53; C 0.07; C -0.11; O -0.49; H 0.41

---

Below is the molecule C4H7NO2, with properties calculated with wB97M-V/def2-TZVPD.

Total energy, Ha: -361.76294
Net charge: 0
E_LUMO, eV: 1.05
ΔE to the lowest compared entry with this formula, charge and spin, kcal per mole: 74.00
Orbital gap, eV: 10.1
Multiplicity: 1
HOMO, eV: -9.08

```
14
C4H7NO2 (wB97M-V/def2-TZVPD)
C 1.37 -1.27 0.51
C 1.12 -0.75 -0.88
C -0.07 0.04 -1.19
O -0.02 -1.29 -1.58
C -1.19 1.63 0.02
O -0.97 0.31 -0.16
N -1.94 1.74 1.12
H 0.41 -1.41 1.02
H 1.90 -2.22 0.48
H 1.97 -0.55 1.08
H 2.00 -0.62 -1.52
H -0.10 0.80 -1.97
H -2.22 2.66 1.42
H -2.25 0.94 1.67
```

natural (NBO) atomic charge list, values in e, 8 entries: C -0.64; C 0.03; C 0.34; O -0.48; C 0.28; O -0.54; N -0.81; H 0.23

---

Below is the molecule C4H7NO2, with properties calculated with wB97M-V/def2-TZVPD.

Total energy, Ha: -361.77790
Net charge: 0
E_LUMO, eV: 0.87
ΔE to the lowest compared entry with this formula, charge and spin, kcal per mole: 64.61
Structure (SMILES): C=CC(=O)ONC
Orbital gap, eV: 10.6
Multiplicity: 1
HOMO, eV: -9.76

```
14
C4H7NO2 (wB97M-V/def2-TZVPD)
C 0.68 1.91 1.78
N -0.48 1.18 1.33
C -0.43 -0.59 -0.25
C -0.19 -0.91 -1.74
C -0.28 -2.15 -2.18
O -0.26 0.71 -0.07
O -0.71 -1.40 0.59
H -0.60 0.33 1.89
H 0.03 -0.05 -2.37
H 1.60 1.32 1.75
H 0.79 2.79 1.15
H 0.49 2.22 2.81
H -0.13 -2.41 -3.22
H -0.50 -2.95 -1.49
```

natural (NBO) atomic charge list, values in e, 8 entries: C -0.44; N -0.31; C 0.75; C -0.31; C -0.31; O -0.38; O -0.61; H 0.37

---

Below is the molecule C4H7NO2, with properties calculated with wB97M-V/def2-TZVPD.

Total energy, Ha: -361.76798
Net charge: 0
E_LUMO, eV: 0.75
ΔE to the lowest compared entry with this formula, charge and spin, kcal per mole: 70.83
Structure (SMILES): O=C1CNC[C@@H]1O
Orbital gap, eV: 9.0
Multiplicity: 1
HOMO, eV: -8.30

```
14
C4H7NO2 (wB97M-V/def2-TZVPD)
O -0.35 0.88 -1.31
C -0.97 -0.37 -0.40
C 0.30 -1.14 -0.57
N 1.24 -0.20 -0.03
C 0.66 0.57 1.03
C -0.85 0.40 0.88
O -1.74 0.87 1.56
H -1.07 1.47 -1.45
H -1.94 -0.91 -0.54
H 0.40 -2.07 -0.02
H 0.39 -1.33 -1.65
H 2.07 0.05 -0.51
H 0.88 1.64 1.02
H 0.96 0.13 1.98
```

natural (NBO) atomic charge list, values in e, 8 entries: O -0.73; C -0.02; C -0.25; N -0.64; C -0.33; C 0.56; O -0.52; H 0.47

---

Below is the molecule C4H7NO2, with properties calculated with wB97M-V/def2-TZVPD.

Total energy, Ha: -361.72208
Net charge: 0
E_LUMO (alpha / beta), eV: 0.24 / 0.24
ΔE to the lowest compared entry with this formula, charge and spin, kcal per mole: 99.63
Orbital gap (alpha / beta), eV: 7.3 / 7.3
Multiplicity: 1
HOMO (alpha / beta), eV: -7.02 / -7.01

```
14
C4H7NO2 (wB97M-V/def2-TZVPD)
C 1.79 -0.82 0.26
C 0.55 0.05 0.23
C -0.30 -0.14 -0.98
N -1.49 0.59 -0.79
C -1.91 1.25 0.26
O -2.70 1.46 1.11
O -0.31 -0.14 1.37
H 1.52 -1.88 0.17
H 2.34 -0.67 1.19
H 2.45 -0.58 -0.58
H 0.84 1.12 0.34
H -0.71 -1.01 1.24
H 0.18 0.14 -1.92
H -2.00 0.85 -1.63
```

natural (NBO) atomic charge list, values in e, 8 entries: C -0.62; C 0.03; C -0.35; N -0.56; C 0.78; O -0.45; O -0.72; H 0.21

---

Below is the molecule C4H7NO2, with properties calculated with wB97M-V/def2-TZVPD.

Total energy, Ha: -361.80195
Net charge: 0
E_LUMO, eV: 0.91
ΔE to the lowest compared entry with this formula, charge and spin, kcal per mole: 49.52
Structure (SMILES): O[C@@H]1CN=COC1
Orbital gap, eV: 11.0
Multiplicity: 1
HOMO, eV: -10.11

```
14
C4H7NO2 (wB97M-V/def2-TZVPD)
O -1.96 -0.37 0.84
C -1.03 0.15 -0.10
C -0.02 1.15 0.50
O 1.30 0.56 0.67
C 1.78 0.07 -0.50
N 1.07 -0.65 -1.27
C -0.14 -1.00 -0.54
H -1.59 -1.20 1.18
H -1.63 0.62 -0.89
H 0.13 2.00 -0.18
H -0.35 1.48 1.48
H 2.85 0.22 -0.65
H -0.68 -1.82 -1.02
H 0.28 -1.21 0.48
```

natural (NBO) atomic charge list, values in e, 8 entries: O -0.71; C 0.05; C -0.11; O -0.52; C 0.38; N -0.46; C -0.29; H 0.47

---

Below is a cluster of 2 separate species, C4H7NO2 in total, with properties calculated with wB97M-V/def2-TZVPD.

Total energy, Ha: -361.81265
Net charge: 0
E_LUMO, eV: 0.69
ΔE to the lowest compared entry with this formula, charge and spin, kcal per mole: 42.80
Structure (SMILES): C=C(C)O.N=C=O
Orbital gap, eV: 9.0
Multiplicity: 1
HOMO, eV: -8.35

```
14
C4H7NO2 (wB97M-V/def2-TZVPD)
C -2.74 0.58 -0.08
C 0.57 1.11 0.68
C 0.20 -0.18 0.34
C 0.53 -0.83 -0.95
N -2.53 -0.36 -0.77
O -2.67 1.55 0.56
O -0.50 -0.94 1.16
H 1.25 1.60 0.00
H 0.43 1.56 1.65
H 0.10 -1.80 -1.16
H 1.58 -1.08 -1.14
H 0.32 -0.19 -1.74
H -3.13 -1.08 -1.03
H -0.60 -0.43 1.95
```

natural (NBO) atomic charge list, values in e, 8 entries: C 0.86; C -0.59; C 0.35; C -0.68; N -0.76; O -0.51; O -0.66; H 0.21

---

Below is the molecule C4H7NO2, with properties calculated with wB97M-V/def2-TZVPD.

Total energy, Ha: -361.58038
Net charge: 0
E_LUMO (alpha / beta), eV: 0.56 / -0.69
ΔE to the lowest compared entry with this formula, charge and spin, kcal per mole: 58.87
⟨S²⟩: 2.074
Orbital gap (alpha / beta), eV: 6.7 / 7.6
Multiplicity: 3
HOMO (alpha / beta), eV: -6.19 / -8.33

```
14
C4H7NO2 (wB97M-V/def2-TZVPD)
C 0.12 0.44 -0.03
C 1.38 1.09 0.02
C -0.99 1.10 -0.80
C -0.39 -2.03 0.19
N 0.31 -0.77 0.49
O 1.61 -0.92 1.05
O 1.93 2.12 0.58
H -0.67 1.07 -1.84
H -1.97 0.57 -0.76
H -1.12 2.20 -0.51
H 0.21 -2.76 0.64
H -1.45 -2.14 0.51
H -0.34 -2.37 -0.90
H 1.39 2.40 1.35
```

natural (NBO) atomic charge list, values in e, 8 entries: C 0.00; C 0.41; C -0.65; C -0.45; N 0.03; O -0.50; O -0.68; H 0.23

---

Below is a cluster of 2 separate species, C4H7NO2 in total, with properties calculated with wB97M-V/def2-TZVPD.

Total energy, Ha: -361.57738
Net charge: 0
E_LUMO (alpha / beta), eV: 0.70 / -2.03
ΔE to the lowest compared entry with this formula, charge and spin, kcal per mole: 60.75
⟨S²⟩: 2.006
Orbital gap (alpha / beta), eV: 4.0 / 9.7
Multiplicity: 3
HOMO (alpha / beta), eV: -3.28 / -11.72

```
14
C4H7NO2 (wB97M-V/def2-TZVPD)
C -3.50 0.27 0.23
C 1.75 -0.60 -0.57
C 0.93 -1.17 0.62
C 0.27 -0.45 -0.59
N 0.19 1.22 -0.26
O -4.19 -0.62 0.00
O -2.74 1.12 0.47
H 2.46 0.20 -0.49
H 2.30 -1.36 -1.15
H 0.69 -2.30 0.73
H 1.27 -0.68 1.64
H 1.02 1.52 -0.74
H 0.25 1.28 0.75
H -0.69 1.58 -0.65
```

natural (NBO) atomic charge list, values in e, 8 entries: C 1.00; C -0.52; C -0.47; C 0.15; N -1.12; O -0.51; O -0.56; H 0.22

---

Below is the ion C4H7NO2 with charge +1, with properties calculated with wB97M-V/def2-TZVPD.

Total energy, Ha: -361.45466
Net charge: +1
E_LUMO (alpha / beta), eV: -5.34 / -9.39
ΔE to the lowest compared entry with this formula, charge and spin, kcal per mole: 28.23
⟨S²⟩: 0.756
Orbital gap (alpha / beta), eV: 10.9 / 6.7
Multiplicity: 2
HOMO (alpha / beta), eV: -16.24 / -16.12

```
14
C4H7NO2 (wB97M-V/def2-TZVPD)
O -1.01 1.36 -0.55
C -0.13 0.51 -0.37
N 0.87 0.50 -1.29
C 2.06 -0.22 -1.53
O 2.81 0.32 -2.22
C -0.56 -0.63 0.54
C -1.46 -0.11 1.64
H 0.89 1.43 -1.90
H 2.22 -1.00 -0.90
H 0.25 -1.11 1.09
H -1.02 -1.25 -0.26
H -2.02 -0.88 2.15
H -0.60 0.48 2.25
H -2.29 0.61 1.35
```

natural (NBO) atomic charge list, values in e, 8 entries: O -0.05; C 0.66; N -0.60; C 0.55; O -0.40; C -0.46; C -0.62; H 0.46

---

Below is a cluster of 2 separate species, C4H7NO2 in total, with properties calculated with wB97M-V/def2-TZVPD.

Total energy, Ha: -361.45758
Net charge: +1
E_LUMO (alpha / beta), eV: -5.40 / -8.99
ΔE to the lowest compared entry with this formula, charge and spin, kcal per mole: 26.40
⟨S²⟩: 0.768
Orbital gap (alpha / beta), eV: 8.8 / 5.2
Multiplicity: 2
HOMO (alpha / beta), eV: -14.21 / -14.21

```
14
C4H7NO2 (wB97M-V/def2-TZVPD)
O 0.77 2.77 -0.13
C 1.17 2.16 -1.10
O 2.33 1.45 -1.05
H 0.65 2.15 -2.09
H 2.35 0.91 -1.87
C -0.94 -1.31 -0.17
C -1.88 -1.94 0.58
C 0.29 -0.13 1.37
N 0.30 -0.87 0.31
H -1.06 -1.19 -1.25
H -1.70 -2.13 1.64
H -2.84 -2.29 0.12
H 1.20 0.09 1.90
H -0.64 0.33 1.76
```

natural (NBO) atomic charge list, values in e, 8 entries: O -0.56; C 0.62; O -0.67; H 0.12; H 0.49; C 0.06; C -0.11; C 0.10

---

Below is the molecule C4H7NO2S, with properties calculated with wB97M-V/def2-TZVPD.

Total energy, Ha: -760.03733
Net charge: 0
E_LUMO, eV: 0.62
ΔE to the lowest compared entry with this formula, charge and spin, kcal per mole: 24.61
Structure (SMILES): CS/C(N)=C\C(=O)O
Orbital gap, eV: 9.2
Multiplicity: 1
HOMO, eV: -8.56

```
15
C4H7NO2S (wB97M-V/def2-TZVPD)
C 1.70 0.77 -0.86
C -0.96 0.40 -0.35
C -0.89 -0.45 0.74
C 0.08 -1.44 1.11
H 2.02 -0.17 -0.44
H 1.55 1.46 -0.01
H 2.42 1.14 -1.58
H -2.80 1.09 0.19
H -2.05 2.00 -1.03
H -1.75 -0.27 1.43
H 1.54 -2.48 0.65
N -2.07 1.15 -0.48
O 0.97 -1.82 0.13
O 0.11 -1.99 2.21
S 0.13 0.62 -1.72
```

natural (NBO) atomic charge list, values in e, 8 entries: C -0.75; C 0.13; C -0.48; C 0.74; H 0.25; H 0.22; H 0.23; H 0.39